#1
A molecular structure, C17H26N2O3, computed with wB97M-V/def2-TZVPD.

Last column: natural (NBO) charge in e.
Atoms and positions in Å:
C (-2.583, -1.211, -2.490)  -0.624
C (-1.492, -0.182, -2.970)  0.149
C (-1.845, 0.929, -3.485)  -0.388
C (-0.819, 2.016, -3.752)  0.740
O (-0.869, 3.226, -4.132)  -0.582
O (0.452, 1.682, -3.504)  -0.429
C (0.710, 0.554, -2.966)  0.377
C (0.020, -0.568, -2.654)  -0.236
C (0.409, -1.905, -2.068)  0.658
O (0.649, -2.738, -2.854)  -0.568
N (0.228, -2.134, -0.722)  -0.653
H (0.690, -2.963, -0.304)  0.406
C (0.243, -0.736, 0.176)  0.009
C (-0.823, -1.451, 1.339)  -0.361
H (-1.653, -1.593, 1.025)  0.155
H (-0.453, -2.272, 1.796)  0.179
C (-0.769, -0.183, 2.527)  0.217
N (-0.236, 0.997, 2.243)  -0.652
H (-0.832, 1.366, 1.558)  0.354
C (0.994, 0.965, 1.554)  0.077
C (1.492, -0.346, 0.766)  -0.445
H (1.915, -0.168, 0.029)  0.190
H (1.785, -1.157, 1.373)  0.215
C (2.052, 1.225, 2.622)  -0.619
H (2.465, 0.194, 3.234)  0.246
H (3.187, 1.301, 1.960)  0.182
H (2.080, 2.331, 3.086)  0.252
C (1.075, 2.010, 0.494)  -0.610
H (0.725, 3.130, 1.177)  0.195
H (0.323, 2.074, -0.282)  0.223
H (2.092, 2.204, 0.084)  0.239
C (0.099, -0.967, 3.772)  -0.610
H (0.925, -1.337, 3.451)  0.177
H (-0.537, -1.676, 4.185)  0.199
H (0.087, -0.132, 4.561)  0.214
C (-2.310, -0.247, 2.904)  -0.529
H (-2.541, -1.036, 3.243)  0.166
H (-2.480, 0.702, 3.804)  0.158
H (-2.805, 0.309, 2.145)  0.205
H (-0.573, -0.188, -0.219)  0.228
C (2.169, 0.321, -3.109)  -0.645
H (2.523, 0.868, -2.192)  0.210
H (2.705, 0.450, -3.933)  0.234
H (2.566, -0.694, -2.717)  0.217
H (-2.805, 1.197, -3.371)  0.225
H (-2.437, -1.376, -1.530)  0.211
H (-2.294, -2.045, -3.040)  0.231
H (-3.504, -0.745, -2.818)  0.214

Properties
2S+1 ... 1
E_LUMO ... 0.459 eV

***

#2
C17H26N2O3 in the gas phase, computed with wB97M-V/def2-TZVPD.

Last column: natural (NBO) charge in e.
Atoms and positions in Å:
C (-5.967, -1.293, -0.049)  -0.263
H (-6.708, -1.041, 0.705)  0.198
H (-5.786, -2.370, -0.065)  0.197
H (-6.304, -0.978, -1.039)  0.193
O (-4.779, -0.599, 0.312)  -0.501
C (-3.720, -0.795, -0.469)  0.794
O (-3.717, -1.517, -1.435)  -0.615
C (-2.512, 0.016, -0.026)  -0.150
N (-1.316, -0.604, -0.553)  -0.639
C (-0.469, -1.262, 0.314)  0.790
O (-0.504, -1.097, 1.516)  -0.670
N (0.421, -2.087, -0.306)  -0.633
H (0.471, -2.079, -1.313)  0.384
C (1.555, -2.638, 0.398)  -0.222
C (2.864, -1.926, 0.054)  -0.390
H (3.684, -2.435, 0.563)  0.210
H (3.047, -1.996, -1.022)  0.193
C (2.842, -0.451, 0.471)  -0.429
C (4.147, 0.207, 0.130)  -0.020
C (5.211, 0.172, 1.023)  -0.163
C (6.429, 0.739, 0.694)  -0.223
C (6.601, 1.349, -0.537)  -0.224
C (5.548, 1.389, -1.435)  -0.205
C (4.331, 0.820, -1.103)  -0.214
H (3.511, 0.857, -1.807)  0.205
H (5.675, 1.865, -2.397)  0.211
H (7.551, 1.793, -0.795)  0.212
H (7.246, 0.707, 1.400)  0.211
H (5.080, -0.301, 1.986)  0.199
H (2.022, 0.056, -0.040)  0.212
H (2.656, -0.391, 1.545)  0.218
H (1.334, -2.528, 1.462)  0.233
H (1.638, -3.704, 0.158)  0.193
H (-1.439, -0.996, -1.477)  0.400
H (-2.430, 0.001, 1.065)  0.260
C (-2.644, 1.463, -0.537)  -0.389
H (-2.994, 1.435, -1.572)  0.204
C (-3.581, 2.331, 0.309)  -0.226
C (-3.987, 3.577, -0.478)  -0.598
H (-4.514, 3.305, -1.391)  0.204
H (-4.641, 4.207, 0.119)  0.208
H (-3.107, 4.157, -0.749)  0.201
C (-2.914, 2.737, 1.621)  -0.605
H (-2.595, 1.866, 2.187)  0.212
H (-3.606, 3.307, 2.236)  0.209
H (-2.041, 3.356, 1.424)  0.201
H (-4.482, 1.754, 0.537)  0.208
H (-1.645, 1.903, -0.536)  0.219

Properties
SMILES ... COC(=O)[C@H](CC(C)C)NC(=O)NCCCc1ccccc1
2S+1 ... 1
E_LUMO ... 0.739 eV

***

Most stable: #2 (next structure +0.5578 hartree)

***

#1
3 unconnected molecules or ions with the total composition CH7NO2, computed with wB97M-V/def2-TZVPD.

Last column: natural (NBO) charge in e.
Atoms and positions in Å:
C (-0.192, -1.387, 1.318)  0.002
N (0.157, -1.199, 0.142)  -0.669
H (-0.701, -0.591, 1.876)  0.170
H (-0.104, -2.217, 2.174)  0.146
H (0.668, -1.886, -0.407)  0.355
H (0.757, 0.689, -1.388)  0.456
H (1.391, 0.134, -2.434)  0.451
O (1.237, 1.107, -2.043)  -0.909
H (-1.533, 2.411, 0.125)  0.468
H (-0.660, 1.235, -0.018)  0.458
O (-1.019, 1.704, 0.655)  -0.928

Properties
SMILES ... C=N.O.O
2S+1 ... 1
E_LUMO ... 0.772 eV

***

#2
2 unconnected molecules or ions with the total composition CH7NO2, computed with wB97M-V/def2-TZVPD.

Last column: natural (NBO) charge in e.
Atoms and positions in Å:
N (-1.216, 0.166, -0.202)  -0.859
C (-1.070, -0.496, -1.569)  0.090
O (0.198, -0.045, -1.937)  -0.745
H (-0.383, 0.255, 0.325)  0.367
H (-1.590, 1.074, -0.360)  0.352
H (-1.240, -1.585, -1.435)  0.164
H (-1.847, -0.039, -2.265)  0.155
H (0.806, -0.655, -2.352)  0.477
H (1.753, -0.247, 3.645)  0.479
H (2.689, 0.818, 2.772)  0.477
O (1.901, 0.754, 3.377)  -0.956

Properties
SMILES ... NCO.O
2S+1 ... 1
E_LUMO ... 0.739 eV

***

Most stable: #2 (next structure +0.0338 hartree)

***

#1
A molecular structure, C14H21Cl8NO2, computed with wB97M-V/def2-TZVPD.

Last column: natural (NBO) charge in e.
Atoms and positions in Å:
Cl (-3.855, -2.322, 1.221)  -0.070
C (-4.667, -0.729, 1.098)  -0.366
C (-3.562, 0.221, 1.479)  -0.449
Cl (-3.947, 1.810, 1.932)  -0.019
H (-5.422, -0.793, 1.881)  0.223
H (-5.168, -0.769, 0.131)  0.236
H (-2.757, 0.355, 0.756)  0.241
H (-3.195, -0.133, 2.442)  0.222
Cl (1.911, -1.546, 0.823)  0.050
C (3.509, -1.494, 0.034)  -0.409
C (3.674, -0.160, -0.703)  -0.393
Cl (2.908, -0.305, -2.307)  -0.064
H (3.511, -2.305, -0.695)  0.233
H (4.343, -1.803, 0.665)  0.229
H (4.698, 0.199, -0.812)  0.229
H (3.060, 0.660, -0.330)  0.229
Cl (-1.383, -2.670, 2.151)  0.032
C (-1.710, -4.356, 1.684)  -0.417
C (-2.493, -4.494, 0.361)  -0.422
Cl (-2.604, -6.160, -0.184)  -0.042
H (-2.244, -4.874, 2.481)  0.218
H (-0.743, -4.852, 1.595)  0.228
H (-2.103, -3.850, -0.427)  0.235
H (-3.490, -4.080, 0.513)  0.225
Cl (0.632, 0.317, 2.478)  -0.088
C (-0.647, -0.409, 1.467)  -0.364
C (-0.165, -0.465, -0.013)  -0.473
Cl (-1.286, -1.272, -1.054)  -0.061
H (-1.635, 0.037, 1.582)  0.214
H (-0.766, -1.427, 1.837)  0.141
H (0.814, -0.942, -0.076)  0.216
H (0.025, 0.538, -0.395)  0.243
C (2.961, 4.928, -1.538)  -0.173
C (2.257, 4.547, -0.401)  -0.210
C (1.493, 3.425, -0.364)  -0.199
C (1.277, 2.663, -1.552)  0.034
C (1.972, 3.081, -2.658)  -0.182
C (2.738, 4.231, -2.693)  -0.216
N (0.259, 1.631, -1.564)  0.479
O (0.170, 0.964, -2.591)  -0.353
O (-0.476, 1.588, -0.588)  -0.347
H (3.692, 5.721, -1.483)  0.220
H (2.377, 5.146, 0.490)  0.221
H (0.916, 3.037, 0.462)  0.249
H (1.814, 2.551, -3.586)  0.242
H (3.308, 4.562, -3.549)  0.225

Properties
2S+1 ... 1
E_LUMO ... -0.973 eV

***

#2
5 unconnected molecules or ions with the total composition C14H21Cl8NO2, computed with wB97M-V/def2-TZVPD.

Last column: natural (NBO) charge in e.
Atoms and positions in Å:
Cl (-3.063, 0.209, -2.000)  -0.067
C (-1.557, 0.150, -1.058)  -0.395
C (-0.553, -0.732, -1.764)  -0.371
Cl (0.780, -1.040, -0.612)  -0.077
H (-1.780, -0.279, -0.087)  0.238
H (-1.182, 1.166, -0.979)  0.222
H (-0.115, -0.272, -2.642)  0.227
H (-0.986, -1.698, -2.006)  0.223
Cl (2.334, 3.041, -5.161)  -0.052
C (1.232, 2.308, -6.345)  -0.393
C (-0.221, 2.566, -6.035)  -0.388
Cl (-0.749, 1.714, -4.566)  -0.063
H (1.433, 1.238, -6.340)  0.223
H (1.472, 2.685, -7.338)  0.224
H (-0.852, 2.232, -6.855)  0.225
H (-0.418, 3.626, -5.883)  0.224
Cl (-6.802, -0.792, -1.113)  -0.045
C (-6.020, 0.313, 0.013)  -0.406
C (-7.006, 0.993, 0.929)  -0.384
Cl (-7.790, -0.162, 2.031)  -0.061
H (-5.456, 1.047, -0.557)  0.230
H (-5.301, -0.244, 0.616)  0.225
H (-7.782, 1.511, 0.371)  0.221
H (-6.490, 1.724, 1.549)  0.218
Cl (-2.957, -1.803, 1.938)  -0.060
C (-2.664, -0.747, 3.342)  -0.388
C (-1.210, -0.728, 3.734)  -0.383
Cl (-0.218, 0.128, 2.511)  -0.070
H (-3.250, -1.158, 4.163)  0.228
H (-3.030, 0.245, 3.095)  0.222
H (-0.810, -1.740, 3.739)  0.228
H (-1.036, -0.282, 4.708)  0.230
C (5.656, -1.173, 0.214)  -0.170
C (4.382, -0.762, 0.549)  -0.216
C (4.006, -0.704, 1.882)  -0.185
C (4.933, -1.033, 2.848)  0.016
C (6.184, -1.494, 2.527)  -0.191
C (6.550, -1.577, 1.194)  -0.213
N (4.577, -0.883, 4.266)  0.533
O (5.347, -1.343, 5.094)  -0.384
O (3.483, -0.442, 4.519)  -0.370
H (5.945, -1.203, -0.831)  0.219
H (3.571, -0.522, -0.126)  0.234
H (3.015, -0.381, 2.169)  0.252
H (6.862, -1.749, 3.330)  0.249
H (7.537, -1.951, 0.964)  0.223

Properties
SMILES ... O=[N+]([O-])c1ccccc1.ClCCCl.ClCCCl.ClCCCl.ClCCCl
2S+1 ... 1
E_LUMO ... -0.312 eV

***

Most stable: #2 (next structure +0.3935 hartree)